Below is a structure of composition C38H35I2N2OS5Tc, with properties calculated with the ωB97M-V functional and the def2-TZVPD basis.

Its spin multiplicity is 2. The orbital gap (alpha / beta) comes out at 5.15 / 5.15 eV. The value obtained for the total energy is -4320.004279 hartree. The net charge is +3. For the HOMO energy (alpha / beta), the calculation gives -0.57251 / -0.57251 Ha. The value obtained for the relative energy (zero: lowest compared OMol25 entry of this formula, charge and spin) is 0.00 kcal/mol.

Geometry as XYZ:
```
84
Properties=species:S:1:pos:R:3:forces:R:3
Tc -0.32564 0.31303 -0.26954 0.9 -0.5 0.6
C 0.44114 -0.69571 3.31802 0.0 0.0 0.0
C 0.93183 0.02142 2.10604 -0.1 0.1 -0.2
C 0.45963 1.29778 1.76350 0.0 0.1 0.1
C 0.97655 2.00251 0.64834 0.0 0.2 0.1
C 1.95808 1.40224 -0.15113 -0.2 0.0 -0.1
C 2.41945 0.11157 0.16588 -0.1 0.0 0.0
C 1.91870 -0.56320 1.27255 -0.1 0.1 -0.1
H -0.53110 -0.32955 3.64210 0.0 0.0 0.0
H 1.15004 -0.52012 4.13276 0.0 0.0 0.0
H 0.39793 -1.77276 3.15536 0.0 0.0 0.0
H -0.29457 1.77197 2.37974 0.0 0.0 0.0
H 0.64498 3.01189 0.44191 0.0 0.0 0.0
H 2.33619 1.92187 -1.02313 0.0 0.0 0.0
H 3.15940 -0.36258 -0.46685 0.0 0.0 0.0
H 2.29980 -1.54675 1.51821 0.0 0.0 0.0
S -1.98139 1.88634 -0.37880 -0.1 -0.1 -0.2
C -3.45940 1.03886 -0.13365 0.0 0.2 0.0
N -4.60457 1.64251 -0.08910 0.1 0.0 0.0
C -5.83641 0.87876 0.14618 -0.1 -0.1 0.0
C -5.71561 -0.48027 -0.48501 -0.1 0.0 0.0
N -4.48298 -1.13446 -0.00744 0.1 0.0 0.1
C -4.53748 -2.61785 0.18910 0.1 -0.1 0.0
C -4.37767 -3.35005 -1.11884 0.1 0.0 0.0
C -3.14569 -3.92290 -1.42501 0.0 0.0 0.0
C -2.97055 -4.59965 -2.62344 0.0 0.0 0.1
C -4.02210 -4.70082 -3.52221 0.0 0.0 0.0
C -5.25789 -4.14423 -3.21514 0.0 0.0 0.0
C -5.43932 -3.47883 -2.01209 0.0 0.0 0.0
C -3.40931 -0.42933 0.10801 0.0 -0.2 -0.1
S -1.87927 -1.13975 0.52822 -0.1 0.0 0.1
C -4.78200 3.10806 -0.24552 0.0 0.0 0.0
C -5.57170 3.40354 -1.49261 0.0 0.1 0.0
C -5.08691 3.01583 -2.73962 0.0 0.0 0.0
C -5.81845 3.30590 -3.87947 0.0 0.0 0.0
C -7.02652 3.98614 -3.78092 0.0 0.0 0.0
C -7.50808 4.37456 -2.53954 0.0 0.0 0.0
C -6.78263 4.07932 -1.39336 0.0 0.0 0.0
H -6.65483 1.43449 -0.30866 0.0 0.0 0.0
H -5.99874 0.82214 1.22612 0.0 0.0 0.0
H -5.66520 -0.42481 -1.57522 0.0 0.0 0.0
H -6.55758 -1.10531 -0.20022 0.0 0.0 0.0
H -5.49447 -2.80671 0.67462 0.0 0.0 0.0
H -3.74344 -2.88799 0.88074 0.0 0.0 0.0
H -2.32413 -3.85626 -0.71976 0.0 0.0 0.0
H -2.01703 -5.05899 -2.84822 0.0 0.0 0.0
H -3.89044 -5.23827 -4.45174 0.0 0.0 0.0
H -6.08910 -4.25942 -3.89770 0.0 0.0 0.0
H -6.42532 -3.10441 -1.76090 0.0 0.0 0.0
H -3.79776 3.57049 -0.23933 0.0 0.0 0.0
H -5.32354 3.43782 0.64336 0.0 0.0 0.0
H -4.13383 2.50173 -2.82993 0.0 0.0 0.0
H -5.44085 3.01985 -4.85199 0.0 0.0 0.0
H -7.58786 4.22087 -4.67501 0.0 0.0 0.0
H -8.44379 4.91078 -2.46134 0.0 0.0 0.0
H -7.15468 4.39405 -0.42500 0.0 0.0 0.0
I 0.88922 -3.89386 0.40570 -0.1 0.0 -0.1
I 1.47230 -6.47287 0.20877 0.0 0.0 0.0
O 0.10802 -0.15067 -1.88846 -0.3 -0.1 0.1
C -0.02638 0.06770 -3.44616 0.1 0.2 -0.4
C 0.66680 1.36584 -3.69074 -0.1 -0.1 0.0
C 1.78909 1.57774 -4.43846 0.0 0.0 0.0
C 2.16998 2.94583 -4.48060 0.0 0.1 0.0
C 1.33550 3.74271 -3.76258 0.0 0.0 0.0
S 0.05210 2.85355 -3.05129 0.1 0.0 -0.1
C -1.48958 0.09204 -3.74851 0.1 -0.1 0.0
C -2.11681 0.88539 -4.66486 0.0 0.0 0.0
C -3.46940 0.50758 -4.88214 0.0 0.0 0.0
C -3.84166 -0.55424 -4.12008 0.0 0.0 0.0
S -2.54843 -1.13673 -3.15697 0.0 0.1 0.0
C 0.67901 -1.12972 -4.00043 -0.1 0.2 0.1
C 0.26387 -1.91944 -5.03489 0.0 0.0 0.1
C 1.22364 -2.90101 -5.38756 0.0 0.0 0.0
C 2.34360 -2.83641 -4.61595 0.0 0.0 0.0
S 2.25750 -1.57784 -3.46587 -0.1 -0.1 0.1
H 2.31714 0.78881 -4.95374 0.0 0.0 0.0
H 3.02264 3.31685 -5.02934 0.0 0.0 0.0
H 1.38408 4.81277 -3.63314 0.0 0.0 0.0
H -1.62044 1.68165 -5.20079 0.0 0.0 0.0
H -4.12104 0.99118 -5.59457 0.0 0.0 0.0
H -4.79791 -1.05528 -4.09877 0.0 0.0 0.0
H -0.68057 -1.78910 -5.54416 0.0 0.0 0.0
H 1.09215 -3.61420 -6.18726 0.0 0.0 0.0
H 3.22166 -3.46089 -4.66536 0.0 0.0 0.0
```
Positions in Å, forces in eV/Å.